18
Properties=species:S:1:pos:R:3:forces:R:3:nbo_charge:R:1 method="wB97M-V/def2-TZVPD" relative_energy_ev=1.525 homo_energy_ev="1.15 / -5.78" total_charge=-1 s_squared=0.751 lumo_energy_ev="3.39 / 3.46" spin_multiplicity=2 total_energy_ev=-9909.913 orbital_gap_ev="2.24 / 9.24"
O 3.7434 3.3407 -4.1201 0.507 -0.042 -0.444 -1.001
H 0.2071 -0.5849 2.2683 -0.402 0.048 0.099 0.201
H -1.6956 -0.3987 -0.0654 -0.813 0.214 0.540 0.149
C -1.4244 -0.0133 0.9407 0.886 -1.451 -0.651 -0.595
H -3.3394 0.5192 1.2377 -0.459 0.358 0.657 0.202
C -2.5705 0.1355 1.9238 -0.622 0.211 -1.899 -0.634
N 0.4264 -1.7353 -0.7991 1.899 -1.082 0.965 -1.032
H -2.3328 0.8878 2.6685 -0.167 -0.258 0.385 0.201
C -0.3529 -0.9935 1.4153 3.136 0.473 0.198 -0.517
H -0.5901 -2.0133 1.7023 -1.078 0.023 -0.067 0.200
H 4.4193 3.3407 -4.8116 -0.176 0.364 -0.065 0.445
H 1.3120 -1.8792 -1.2865 -0.952 0.315 -1.307 0.370
O 1.9112 -0.6195 0.5250 0.199 -1.144 0.407 -0.668
H -1.0121 0.9703 0.6747 0.237 -0.272 0.446 0.208
H -2.9780 -0.8133 2.2876 0.413 0.211 0.327 0.198
H -0.4584 -1.4195 -1.1908 0.052 -0.201 -0.537 0.308
H 3.8970 2.4670 -3.7541 -0.381 -0.332 0.524 0.431
C 0.8377 -1.1905 0.3837 -2.282 2.565 0.422 0.534


18
Properties=species:S:1:pos:R:3:forces:R:3:nbo_charge:R:1 method="wB97M-V/def2-TZVPD" relative_energy_ev=2.076 homo_energy_ev="0.91 / -5.97" total_charge=-1 s_squared=0.751 lumo_energy_ev="3.49 / 3.36" spin_multiplicity=2 total_energy_ev=-9909.363 orbital_gap_ev="2.57 / 9.33"
C 1.2646 -0.4350 -0.1968 0.287 -0.608 0.258 -0.380
O 2.8794 -2.1888 0.2854 -0.320 0.204 0.382 -0.550
H -0.7764 -2.1752 -0.5001 -0.066 0.101 -0.008 0.177
H -0.9123 1.1501 -2.0581 -0.355 0.261 0.352 0.186
H -0.7525 1.5591 -0.2801 -0.142 -0.300 -0.027 0.135
H -1.0630 -0.8970 0.6791 -0.226 0.155 0.063 0.184
H -1.9651 -0.9201 -0.8575 0.218 0.154 -0.047 0.205
H 1.1147 -0.0603 0.8287 0.185 -0.052 -0.050 0.210
C 1.8378 -1.8390 -0.2145 0.259 -0.175 -0.857 0.445
H -1.3413 2.2332 1.8524 -0.050 -0.038 -0.016 0.342
H 0.5953 1.6748 -1.3713 0.143 -0.082 -0.010 0.185
C -0.2937 1.0802 -1.1565 0.177 -0.056 -0.815 -0.684
O -1.6294 1.9348 2.7393 0.059 0.038 -0.032 -1.233
H 1.3431 -2.5200 -0.9451 -0.154 0.031 0.245 0.095
H -1.4758 2.7350 3.2684 -0.026 -0.017 0.063 0.349
N 0.0721 -0.3308 -1.0133 0.248 0.306 0.327 -0.456
H 2.0931 0.1020 -0.6637 -0.122 0.497 0.031 0.225
C -0.9904 -1.1031 -0.3963 -0.114 -0.419 0.142 -0.436


18
Properties=species:S:1:pos:R:3:forces:R:3:nbo_charge:R:1 method="wB97M-V/def2-TZVPD" relative_energy_ev=3.225 homo_energy_ev=-9.12 lumo_energy_ev=0.76 smiles="CNCCC=O.O" total_energy_ev=-9909.017 orbital_gap_ev=9.88
H 0.8404 3.0683 1.7392 -0.084 0.009 0.449 0.463
H 0.5790 -0.1014 -2.7552 -0.906 1.043 1.948 0.226
H 0.5378 -2.0947 -0.5084 0.082 -0.033 0.450 0.347
H 0.8149 2.2205 -0.4078 0.064 -0.536 0.413 0.109
H -0.1719 -3.0491 1.7881 -1.082 1.589 -2.335 0.227
C 0.3805 1.7118 -1.2833 0.509 -2.579 -2.179 0.441
O -0.1961 2.3366 -2.1078 -0.980 1.919 -0.585 -0.517
O 0.7447 2.8331 2.6756 -0.118 0.459 -0.543 -0.929
C 0.5289 0.1508 -1.6144 -1.600 2.217 -0.941 -0.496
H -1.3527 -0.8556 -1.4845 -0.428 -1.095 -0.532 0.184
H 1.4996 -0.0576 -1.3496 2.084 -1.289 1.522 0.216
C -0.6148 -0.4987 -0.7949 1.506 -0.729 0.788 -0.227
N 0.0529 -1.4699 0.1356 0.281 -0.253 -0.448 -0.637
H 1.1553 1.9749 2.7379 0.194 -0.471 0.118 0.468
H -1.6542 -2.6348 0.4930 1.004 -0.405 1.322 0.178
H -1.1888 -1.4930 1.9134 0.925 -1.779 -2.021 0.189
C -0.7448 -2.2688 1.0808 -1.768 1.525 1.920 -0.434
H -1.2109 0.2275 -0.2577 0.316 0.408 0.654 0.194


18
Properties=species:S:1:pos:R:3:forces:R:3:nbo_charge:R:1 method="wB97M-V/def2-TZVPD" relative_energy_ev=4.192 homo_energy_ev=-8.09 lumo_energy_ev=0.31 smiles="C=NC(=C)C.O.O" total_energy_ev=-9908.050 orbital_gap_ev=8.40
H -1.4870 2.3137 -0.7676 1.088 -0.006 -0.205 0.242
H 0.1984 2.6160 -0.3377 0.625 0.041 0.280 0.232
C -0.6945 0.6118 0.0536 1.363 2.808 4.402 0.174
N -0.1157 0.5016 1.3766 -0.406 -2.870 -0.409 -0.484
H -0.5622 -1.0257 2.8957 0.392 2.273 -0.478 0.176
H -1.8666 0.3110 2.5784 0.159 -0.634 -1.033 0.151
O 2.0291 0.3944 -1.4261 -2.764 1.136 -0.932 -0.954
H 2.8770 0.2134 -1.1131 1.980 -0.092 1.112 0.473
H -2.2510 -0.2006 -1.0986 0.989 -0.084 -0.045 0.198
H -1.5176 -1.3509 0.1141 0.019 0.477 0.482 0.224
H -0.2449 1.4905 -1.7449 0.264 0.881 0.204 0.240
C -0.4528 1.8622 -0.7283 -2.670 -0.666 -1.097 -0.700
O 0.8354 -2.4499 -0.4610 0.804 -1.614 1.257 -0.936
H 1.6435 1.1999 -1.0055 1.044 -1.179 -0.282 0.482
H 1.5625 -3.0183 -0.7591 -0.280 0.136 0.297 0.462
C -1.5097 -0.3415 -0.2876 -2.769 -2.144 -1.891 -0.505
H 0.6481 -1.9428 -1.2163 -0.484 1.448 -1.465 0.475
C -0.8608 -0.0780 2.2816 0.646 0.089 -0.197 0.047


18
Properties=species:S:1:pos:R:3:forces:R:3:nbo_charge:R:1 method="wB97M-V/def2-TZVPD" relative_energy_ev=0.515 homo_energy_ev=-10.11 lumo_energy_ev=0.70 smiles="CC(C)NC=O.O" total_energy_ev=-9911.727 orbital_gap_ev=10.81
H -1.0746 2.7807 -0.4904 -0.100 0.044 -0.043 0.112
H -0.0806 -2.1731 -1.2132 -0.428 -0.243 1.020 0.228
C -0.5658 1.8491 -0.2006 -0.023 0.254 0.349 0.540
H -0.6228 -0.7302 -1.9081 0.128 0.092 0.080 0.205
H 3.1760 0.1848 -1.1120 0.255 -0.242 0.194 0.458
H -0.8699 -0.4479 2.4021 -0.220 0.071 -0.148 0.210
H 0.5820 -0.2244 1.3889 0.170 0.053 0.350 0.235
H 2.5260 0.9726 -0.0487 -0.454 0.321 0.444 0.491
H -2.0490 -1.1091 0.2460 -0.037 -0.010 -0.356 0.200
H -2.3887 1.0115 -0.2669 -0.278 0.253 -0.157 0.397
C -0.2120 -1.1192 -0.9640 -0.142 0.743 -1.712 -0.645
H 0.7877 -0.7021 -0.8777 0.086 0.075 0.156 0.235
N -1.4314 0.8256 -0.0541 0.235 -0.358 -0.250 -0.606
H -0.0925 -1.8305 1.5801 -0.037 0.021 0.207 0.210
C -0.3477 -0.7719 1.5051 0.144 -0.190 -0.946 -0.618
O 0.6336 1.8396 0.0060 -0.037 -0.262 -0.212 -0.655
C -1.0966 -0.5866 0.1544 0.603 -0.529 1.655 -0.047
O 3.1263 0.2312 -0.1472 0.138 -0.093 -0.631 -0.948


18
Properties=species:S:1:pos:R:3:forces:R:3:nbo_charge:R:1 method="wB97M-V/def2-TZVPD" relative_energy_ev=1.952 homo_energy_ev=-9.77 lumo_energy_ev=0.82 smiles="CCCC(N)=O.O" total_energy_ev=-9910.290 orbital_gap_ev=10.59
C -0.4953 -2.0764 -0.7853 -0.242 -0.036 -3.117 -0.419
H 0.1308 -2.6118 -0.0565 0.176 0.479 -0.538 0.216
H 1.7114 1.5424 0.4176 -2.068 -0.173 -0.568 0.413
H -1.5436 -0.1361 -1.2487 1.922 -1.543 2.316 0.223
H 2.8851 5.3468 2.2035 0.320 0.118 -0.371 0.468
H 2.6004 5.5851 3.6679 0.259 0.356 0.622 0.468
O 1.4220 -0.3206 -1.3496 -1.457 0.615 1.079 -0.593
H -0.0813 1.7135 0.6176 0.175 0.105 0.485 0.387
H -1.4495 -3.8639 -0.5884 -1.131 0.763 -0.740 0.207
H -1.2854 -0.4872 0.6079 1.048 -0.326 -1.255 0.235
C 0.5107 0.0748 -0.6269 2.860 2.825 1.570 0.684
H -2.6890 -2.6064 -0.5859 -0.780 0.908 1.557 0.206
H -2.1088 -3.0197 -2.0276 0.906 0.185 -0.116 0.208
C -0.7595 -0.6670 -0.3900 -2.483 2.447 -2.000 -0.501
N 0.7136 1.3120 0.1621 1.139 -2.479 -1.661 -0.889
H -0.0826 -2.0782 -1.9174 0.101 0.133 3.123 0.245
C -1.7505 -2.8443 -1.0011 -0.162 -3.892 -0.124 -0.623
O 2.2715 5.1370 2.9006 -0.583 -0.486 -0.262 -0.936


18
Properties=species:S:1:pos:R:3:forces:R:3:nbo_charge:R:1 method="wB97M-V/def2-TZVPD" relative_energy_ev=3.270 homo_energy_ev=-9.26 lumo_energy_ev=0.39 smiles="C=N/C=C/C.O.O" total_energy_ev=-9908.972 orbital_gap_ev=9.64
H 1.9571 2.6016 0.0499 -0.232 -0.334 -0.012 0.218
C 0.3130 1.1239 -0.1009 0.994 -1.679 1.900 -0.186
H 0.9587 -0.9435 0.5329 1.035 0.657 1.109 0.178
H 1.0305 0.5243 -2.4745 0.421 -0.342 -0.019 0.467
O -1.1806 0.1731 2.8068 0.127 -2.740 -0.890 -0.907
C -0.8863 -2.2103 -0.0007 -0.342 1.090 -1.345 -0.101
H -0.6042 -0.5966 2.5654 1.121 1.445 0.746 0.452
O 0.9865 -0.1188 -3.2001 -1.058 0.689 0.116 -0.932
C 1.2277 2.0916 0.7060 -0.522 1.039 -1.256 -0.652
H -1.7900 -2.8405 -0.2420 1.099 0.773 0.074 0.189
H -0.0462 -2.7250 0.5226 -0.561 0.482 0.047 0.148
H 0.6177 2.9503 1.0704 0.187 -0.746 -0.048 0.230
N -0.8162 -0.9829 -0.4385 0.075 -1.415 1.599 -0.405
H -1.8802 -0.4084 2.4516 -1.326 1.344 0.289 0.458
H 1.8270 1.7273 1.5542 -0.664 -0.553 -0.416 0.230
H -0.4805 1.4070 -0.8037 0.317 0.630 0.594 0.224
C 0.2845 -0.2129 0.1332 -1.338 0.097 -2.367 -0.074
H 0.0430 -0.0041 -3.4353 0.668 -0.439 -0.120 0.465


18
Properties=species:S:1:pos:R:3:forces:R:3:nbo_charge:R:1 method="wB97M-V/def2-TZVPD" relative_energy_ev=2.705 homo_energy_ev=-9.22 lumo_energy_ev=0.75 smiles=C[C@@H](O)[C@H](N)CO total_energy_ev=-9909.537 orbital_gap_ev=9.97
H 1.8302 -0.9851 1.7421 -0.934 0.587 0.451 0.217
H 2.0953 0.6928 2.0795 1.121 0.964 0.911 0.203
C -0.4227 -0.1981 -0.0239 -0.600 2.825 0.980 -0.101
H 1.5420 0.2543 -1.5620 1.242 -0.651 1.234 0.470
C -1.2227 0.7093 -0.9724 -0.493 1.021 -1.438 -0.077
C 1.0499 0.4562 0.2362 -2.253 -4.111 2.747 0.103
H -1.0101 -0.1053 0.9000 0.521 0.781 0.357 0.162
O 1.9811 -0.0035 -0.6949 -0.817 0.540 -1.604 -0.702
H -3.1246 0.0269 -0.6681 0.640 0.248 -0.566 0.469
H 1.0568 1.4772 0.3586 -0.549 2.687 -0.654 0.158
H 0.3957 0.1780 2.3602 1.480 -0.591 -0.663 0.218
H -1.2445 1.7371 -0.5329 -0.656 -0.859 0.406 0.176
H -0.6444 1.0245 -1.8752 -0.516 -1.114 -0.070 0.163
N -0.5265 -1.5796 -0.2329 0.925 -3.466 -2.774 -0.850
H -0.8646 -1.8251 -1.1868 -0.092 0.607 0.863 0.368
O -2.5865 0.2648 -1.4539 2.058 0.355 1.449 -0.729
H 0.3436 -2.1521 -0.2367 -0.453 1.129 0.584 0.377
C 1.3518 0.0276 1.7631 -0.623 -0.952 -2.213 -0.623